*i*
DFT (ωB97M-V/def2-TZVPD) results for a cluster of 13 separate species, C60H159N13O17 in total.

The geometry in XYZ format:
```
249
Properties=species:S:1:pos:R:3
C 0.755 -9.399 1.228
O -0.526 -9.863 1.576
C -0.825 -9.469 2.887
C -1.111 -7.961 3.218
N -2.287 -7.584 2.471
C -2.450 -6.159 2.485
C -1.796 -5.448 1.228
O -0.299 -5.632 1.304
C 0.365 -4.615 0.494
H 0.928 -8.323 1.207
H 0.941 -9.755 0.215
H 1.515 -9.876 1.846
H -0.097 -9.877 3.590
H -1.726 -9.999 3.197
H -0.179 -7.480 2.919
H -1.236 -7.786 4.286
H -2.026 -7.831 1.527
H -2.223 -5.629 3.411
H -3.533 -6.121 2.369
H -2.044 -4.396 1.369
H -2.176 -5.870 0.298
H 0.073 -4.668 -0.555
H 1.454 -4.638 0.542
H 0.021 -3.609 0.734
C -3.616 1.700 7.484
O -3.192 1.464 6.157
C -1.751 1.698 6.023
C -1.347 3.152 5.805
N -1.667 3.726 4.507
C -1.752 5.182 4.547
C -2.238 5.815 3.217
O -1.979 7.212 3.240
C -0.654 7.492 2.727
H -3.398 2.741 7.721
H -3.016 1.045 8.116
H -4.656 1.371 7.491
H -1.404 1.137 5.154
H -1.272 1.278 6.908
H -0.289 3.325 5.997
H -1.771 3.669 6.666
H -2.618 3.427 4.342
H -0.836 5.660 4.894
H -2.471 5.521 5.293
H -3.306 5.856 3.007
H -1.732 5.344 2.375
H -0.363 8.486 3.065
H -0.609 7.328 1.650
H 0.065 6.860 3.250
C -10.677 -3.464 -3.915
O -9.892 -3.925 -2.810
C -9.165 -2.864 -2.208
C -8.284 -3.431 -1.119
N -7.487 -2.417 -0.477
C -6.451 -1.900 -1.344
C -5.387 -1.056 -0.573
O -4.580 -2.046 0.082
C -3.616 -1.411 0.886
H -10.013 -3.257 -4.754
H -11.215 -2.535 -3.724
H -11.333 -4.247 -4.296
H -9.921 -2.183 -1.817
H -8.618 -2.414 -3.037
H -7.652 -4.217 -1.532
H -8.893 -4.003 -0.419
H -7.105 -2.752 0.396
H -7.037 -1.250 -1.994
H -5.995 -2.706 -1.918
H -5.844 -0.423 0.188
H -4.750 -0.453 -1.220
H -4.052 -0.950 1.772
H -3.008 -0.701 0.326
H -2.975 -2.181 1.317
C 7.423 -0.300 -3.424
O 6.675 0.647 -2.699
C 6.772 2.039 -3.089
C 5.835 2.263 -4.320
N 4.415 2.111 -3.965
C 3.525 2.545 -5.044
C 2.025 2.162 -4.766
O 1.847 0.723 -4.699
C 0.761 0.252 -5.525
H 7.306 -1.250 -2.902
H 8.458 -0.005 -3.250
H 7.154 -0.322 -4.480
H 7.815 2.277 -3.298
H 6.366 2.719 -2.340
H 6.058 1.683 -5.215
H 5.971 3.286 -4.671
H 4.165 1.136 -3.877
H 3.753 2.049 -5.988
H 3.660 3.590 -5.322
H 1.425 2.670 -5.521
H 1.653 2.473 -3.789
H 0.422 -0.740 -5.229
H 0.981 0.173 -6.590
H -0.019 1.008 -5.429
C 3.502 4.195 -1.302
C 3.584 3.058 -0.343
C 2.301 2.917 0.534
O 1.908 4.109 1.204
C 0.822 4.007 2.163
N 4.036 1.810 -1.001
H 3.487 5.168 -0.812
H 2.682 4.218 -2.019
H 4.384 4.168 -1.941
H 4.489 3.257 0.231
H 2.430 2.063 1.199
H 1.427 2.757 -0.097
H 0.389 4.995 2.320
H 1.156 3.595 3.115
H 0.037 3.318 1.850
H 5.037 1.780 -1.139
H 3.762 2.007 -1.953
C -3.113 3.010 -5.805
C -2.918 2.028 -4.575
C -2.984 0.523 -4.981
O -2.900 -0.235 -3.718
C -3.253 -1.622 -3.859
N -1.626 2.262 -3.907
H -4.030 2.979 -6.393
H -2.264 2.829 -6.464
H -3.018 4.022 -5.411
H -3.711 2.063 -3.829
H -2.172 0.342 -5.686
H -3.952 0.407 -5.470
H -4.299 -1.871 -3.678
H -2.802 -2.230 -3.075
H -2.823 -2.112 -4.732
H -1.473 1.477 -3.290
H -1.631 3.105 -3.352
C 1.530 0.841 5.312
C 2.608 1.410 6.285
C 2.173 2.730 7.034
O 2.097 3.796 6.077
C 1.650 5.060 6.691
N 2.790 0.253 7.131
H 1.866 -0.005 4.713
H 1.235 1.636 4.627
H 0.611 0.439 5.738
H 3.535 1.502 5.720
H 2.963 3.056 7.711
H 1.282 2.665 7.658
H 1.511 5.836 5.938
H 2.358 5.486 7.401
H 0.628 4.998 7.065
H 3.069 -0.479 6.494
H 1.851 -0.026 7.380
C -4.139 2.177 2.272
C -5.210 2.166 3.334
C -5.409 0.802 3.892
O -6.420 0.661 4.907
C -6.604 -0.700 5.377
N -4.779 3.208 4.235
H -3.145 1.876 2.604
H -3.887 3.189 1.955
H -4.446 1.506 1.469
H -6.132 2.607 2.956
H -4.435 0.420 4.198
H -5.737 0.080 3.144
H -5.827 -1.058 6.052
H -6.831 -1.444 4.614
H -7.430 -0.703 6.088
H -4.309 2.733 4.993
H -5.612 3.526 4.710
C 5.676 3.706 5.608
C 6.128 3.288 4.216
C 5.038 2.531 3.379
O 5.037 1.129 3.681
C 4.203 0.318 2.871
N 6.447 4.490 3.554
H 4.894 4.464 5.591
H 6.515 4.120 6.168
H 5.199 2.906 6.175
H 6.987 2.618 4.249
H 5.286 2.691 2.330
H 4.052 2.936 3.606
H 4.278 -0.737 3.132
H 4.390 0.395 1.800
H 3.140 0.508 3.017
H 6.941 4.292 2.695
H 5.650 5.065 3.318
C 0.794 -4.514 -4.439
C 1.441 -5.864 -4.762
C 1.722 -6.816 -3.629
O 0.643 -7.096 -2.820
C 0.970 -7.583 -1.540
N 0.471 -6.444 -5.687
H -0.168 -4.782 -4.003
H 0.801 -3.875 -5.321
H 1.356 -3.922 -3.717
H 2.346 -5.672 -5.337
H 2.511 -6.405 -3.001
H 2.099 -7.742 -4.062
H 0.045 -7.722 -0.981
H 1.543 -6.811 -1.027
H 1.546 -8.508 -1.560
H -0.217 -6.762 -5.019
H 0.777 -7.377 -5.924
C -2.465 3.092 -0.787
C -2.075 4.501 -1.195
C -0.576 4.909 -1.050
O -0.380 6.301 -1.501
C 0.954 6.824 -1.231
N -2.462 4.717 -2.547
H -3.513 2.793 -0.826
H -2.064 2.927 0.213
H -1.959 2.349 -1.403
H -2.725 5.118 -0.575
H 0.058 4.251 -1.644
H -0.355 4.776 0.010
H 1.216 6.684 -0.182
H 1.078 7.875 -1.493
H 1.678 6.258 -1.818
H -3.460 4.864 -2.598
H -1.976 5.575 -2.764
C 7.141 -2.779 -6.943
C 6.428 -3.976 -6.247
C 4.915 -3.588 -5.933
O 4.965 -2.526 -4.974
C 3.685 -1.911 -4.650
N 6.527 -5.187 -6.972
H 6.967 -1.779 -6.548
H 6.946 -2.713 -8.013
H 8.209 -2.978 -6.848
H 6.973 -4.055 -5.307
H 4.267 -4.384 -5.566
H 4.461 -3.278 -6.874
H 3.012 -1.762 -5.494
H 3.799 -0.933 -4.182
H 3.225 -2.483 -3.844
H 6.088 -5.119 -7.879
H 7.514 -5.169 -7.182
C -0.189 -1.259 -1.663
C 0.861 -0.378 -0.934
C 1.146 -0.819 0.476
O -0.114 -0.724 1.197
C -0.360 0.545 1.932
N 2.085 -0.289 -1.669
H -0.335 -0.922 -2.689
H -1.156 -1.115 -1.180
H 0.093 -2.310 -1.726
H 0.552 0.666 -0.880
H 1.961 -0.247 0.918
H 1.496 -1.851 0.444
H -0.568 1.381 1.263
H 0.472 0.778 2.596
H -1.180 0.543 2.649
H 2.642 0.441 -1.247
H 1.943 -0.002 -2.627
```

For the HOMO energy, the calculation gives -0.310 Eh. As for the HOMO-LUMO gap: 8.91 eV.

*ii*
DFT (ωB97M-V/def2-TZVPD) results for a cluster of 13 separate species, C60H159N13O17 in total.

The geometry in XYZ format:
```
249
Properties=species:S:1:pos:R:3
C 1.205 -25.141 -13.037
O 1.146 -24.509 -11.794
C 1.793 -23.199 -11.780
C 1.782 -22.707 -10.334
N 2.401 -21.428 -10.026
C 3.621 -21.069 -10.772
C 4.056 -19.507 -10.479
O 3.665 -18.472 -11.479
C 4.398 -18.590 -12.728
H 0.705 -26.108 -13.102
H 2.261 -25.124 -13.305
H 0.657 -24.519 -13.745
H 1.333 -22.470 -12.447
H 2.797 -23.296 -12.195
H 2.415 -23.500 -9.934
H 0.796 -22.697 -9.868
H 1.823 -20.617 -10.200
H 3.486 -21.151 -11.850
H 4.307 -21.844 -10.430
H 5.127 -19.453 -10.283
H 3.850 -19.281 -9.433
H 3.867 -17.958 -13.440
H 4.545 -19.611 -13.080
H 5.375 -18.137 -12.560
C 8.090 -13.276 -2.633
O 6.845 -12.611 -2.860
C 6.161 -13.030 -4.026
C 5.063 -12.026 -4.431
N 5.549 -10.703 -4.905
C 4.645 -9.730 -5.405
C 5.215 -8.311 -5.762
O 6.018 -7.719 -4.676
C 5.265 -6.849 -3.814
H 8.972 -12.841 -3.103
H 7.993 -14.347 -2.809
H 8.341 -13.064 -1.593
H 5.721 -14.004 -3.814
H 6.967 -13.074 -4.759
H 4.379 -11.865 -3.597
H 4.553 -12.522 -5.257
H 6.284 -10.285 -4.352
H 3.942 -9.438 -4.625
H 4.035 -10.116 -6.221
H 4.441 -7.583 -6.007
H 5.922 -8.335 -6.592
H 4.515 -7.516 -3.389
H 4.783 -6.037 -4.359
H 5.978 -6.514 -3.061
C -0.258 -18.501 -14.059
O -0.346 -17.981 -12.676
C -1.539 -17.276 -12.445
C -1.296 -16.426 -11.204
N -1.391 -17.187 -9.937
C -0.737 -16.544 -8.834
C -1.580 -15.413 -8.213
O -0.982 -14.628 -7.238
C -1.876 -13.768 -6.390
H 0.384 -19.381 -14.114
H 0.012 -17.743 -14.795
H -1.240 -18.832 -14.395
H -2.437 -17.891 -12.500
H -1.613 -16.475 -13.181
H -2.101 -15.692 -11.178
H -0.287 -16.013 -11.223
H -2.319 -17.443 -9.633
H 0.293 -16.293 -9.087
H -0.641 -17.344 -8.101
H -2.326 -15.967 -7.643
H -2.229 -14.818 -8.856
H -1.480 -12.783 -6.143
H -2.201 -14.361 -5.535
H -2.771 -13.679 -7.005
C -6.757 -21.809 -12.429
O -7.242 -20.973 -11.396
C -6.298 -20.986 -10.257
C -6.884 -20.132 -9.058
N -7.191 -18.745 -9.479
C -8.257 -18.285 -8.635
C -8.508 -16.858 -8.915
O -9.394 -16.679 -10.086
C -9.633 -15.385 -10.416
H -7.357 -21.729 -13.335
H -6.988 -22.862 -12.269
H -5.678 -21.808 -12.586
H -5.300 -20.622 -10.499
H -6.091 -22.000 -9.915
H -6.066 -20.140 -8.337
H -7.735 -20.729 -8.728
H -7.501 -18.709 -10.439
H -7.990 -18.479 -7.597
H -9.101 -18.921 -8.898
H -7.520 -16.405 -8.999
H -9.062 -16.330 -8.139
H -10.312 -14.940 -9.689
H -10.210 -15.387 -11.340
H -8.696 -14.827 -10.431
C -4.293 -29.999 -9.431
C -4.998 -28.712 -9.042
C -6.526 -28.743 -8.673
O -7.025 -27.421 -8.376
C -8.137 -27.546 -7.513
N -4.285 -28.212 -7.838
H -4.792 -30.333 -10.340
H -4.177 -30.744 -8.644
H -3.309 -29.651 -9.748
H -4.632 -27.948 -9.728
H -6.579 -29.402 -7.806
H -7.090 -29.170 -9.502
H -9.035 -27.967 -7.964
H -8.299 -26.591 -7.014
H -7.922 -28.261 -6.718
H -4.728 -28.452 -6.963
H -4.436 -27.214 -7.886
C 6.132 -13.625 -19.986
C 7.379 -13.656 -19.039
C 8.346 -14.852 -19.353
O 7.677 -16.053 -18.883
C 8.413 -17.202 -19.221
N 8.144 -12.453 -19.192
H 5.666 -14.603 -19.865
H 6.481 -13.420 -20.998
H 5.392 -12.923 -19.600
H 7.249 -13.469 -17.973
H 9.302 -14.710 -18.850
H 8.563 -14.781 -20.419
H 9.052 -17.117 -20.100
H 7.732 -18.052 -19.251
H 9.061 -17.450 -18.380
H 8.986 -12.560 -18.644
H 8.465 -12.496 -20.148
C 11.495 -27.609 -7.466
C 11.064 -26.588 -6.412
C 10.613 -25.207 -6.973
O 10.484 -24.227 -5.943
C 10.093 -22.944 -6.438
N 9.973 -27.181 -5.604
H 10.710 -27.845 -8.185
H 11.869 -28.518 -6.995
H 12.258 -27.274 -8.168
H 11.958 -26.496 -5.794
H 9.683 -25.273 -7.538
H 11.308 -24.979 -7.782
H 10.645 -22.739 -7.355
H 10.528 -22.132 -5.856
H 9.004 -22.930 -6.479
H 9.191 -27.393 -6.208
H 9.671 -26.488 -4.934
C 9.686 -23.314 -14.900
C 11.154 -23.804 -14.893
C 12.257 -22.749 -14.675
O 12.386 -21.629 -15.603
C 13.349 -20.621 -15.267
N 11.397 -24.788 -13.848
H 8.989 -24.152 -14.890
H 9.398 -22.941 -15.883
H 9.415 -22.600 -14.123
H 11.408 -24.319 -15.820
H 13.178 -23.331 -14.648
H 12.096 -22.234 -13.728
H 13.629 -20.064 -16.161
H 14.287 -20.976 -14.839
H 12.932 -19.950 -14.516
H 11.437 -25.746 -14.164
H 10.724 -24.578 -13.125
C 2.599 -32.210 -3.707
C 2.614 -30.987 -4.666
C 3.420 -31.332 -6.001
O 4.341 -30.428 -6.533
C 3.921 -29.620 -7.611
N 1.205 -30.770 -4.999
H 3.601 -32.615 -3.565
H 1.959 -33.056 -3.960
H 2.375 -31.681 -2.781
H 3.068 -30.044 -4.362
H 2.732 -31.635 -6.790
H 4.090 -32.191 -5.956
H 2.991 -29.087 -7.416
H 3.671 -30.403 -8.327
H 4.710 -28.992 -8.024
H 1.081 -30.228 -5.842
H 0.693 -30.300 -4.266
C -1.994 -33.583 -17.866
C -0.542 -33.127 -18.205
C 0.623 -33.680 -17.350
O 0.409 -33.394 -15.898
C 1.381 -33.902 -15.068
N -0.306 -33.379 -19.587
H -2.030 -34.628 -17.558
H -2.667 -33.488 -18.717
H -2.357 -32.842 -17.153
H -0.614 -32.044 -18.100
H 1.593 -33.194 -17.453
H 0.732 -34.764 -17.370
H 1.191 -33.607 -14.036
H 2.358 -33.554 -15.401
H 1.460 -34.981 -14.935
H 0.616 -33.185 -19.952
H -0.282 -34.370 -19.784
C 10.353 -9.299 -9.748
C 9.478 -10.103 -10.712
C 10.285 -10.587 -12.025
O 10.777 -9.546 -12.866
C 11.625 -9.966 -13.840
N 9.108 -11.257 -9.999
H 9.908 -9.023 -8.792
H 10.624 -8.405 -10.310
H 11.287 -9.794 -9.481
H 8.645 -9.520 -11.106
H 9.678 -11.282 -12.605
H 11.068 -11.232 -11.624
H 12.653 -9.977 -13.478
H 11.828 -9.342 -14.711
H 11.522 -10.922 -14.355
H 8.462 -11.689 -10.644
H 8.551 -11.043 -9.184
C 2.784 -23.670 -2.094
C 1.856 -22.376 -1.987
C 1.647 -21.858 -0.544
O 0.987 -22.767 0.087
C 0.573 -22.341 1.454
N 2.523 -21.403 -2.906
H 3.781 -23.396 -1.750
H 3.143 -23.927 -3.091
H 2.567 -24.478 -1.395
H 0.872 -22.505 -2.439
H 0.939 -21.029 -0.530
H 2.626 -21.577 -0.154
H -0.138 -23.036 1.901
H -0.092 -21.486 1.334
H 1.430 -22.159 2.103
H 3.512 -21.330 -2.713
H 2.471 -21.694 -3.871
C 2.252 -9.309 -14.367
C 1.527 -8.203 -13.619
C 2.424 -7.219 -12.855
O 1.774 -6.007 -12.593
C 2.058 -4.943 -13.426
N 0.480 -7.580 -14.505
H 2.744 -8.733 -15.150
H 1.596 -10.002 -14.895
H 2.905 -9.944 -13.769
H 0.880 -8.680 -12.883
H 3.384 -6.989 -13.318
H 2.779 -7.636 -11.913
H 1.899 -5.204 -14.473
H 3.027 -4.445 -13.414
H 1.316 -4.160 -13.270
H 0.925 -7.151 -15.304
H -0.012 -6.891 -13.955
```

For the HOMO energy, the calculation gives -0.302 Eh. As for the HOMO-LUMO gap: 8.56 eV.

Which of them is the most stable, and which is the least stable? *i* and *ii*, in that order.